Run a
C7H11NO | ωB97M-V with the def2-TZVPD basis set

Structure (ORCA input):
```
! RIJCOSX wB97M-V def2-TZVPD def2/J DEFGRID3
* xyz 0 1
C -0.609 -0.667 -1.746
C 0.163 0.023 -0.744
C 1.530 -0.377 -0.307
C 1.427 -1.378 0.793
C 0.087 -1.322 1.292
C -0.482 0.115 0.732
C -1.469 1.187 -0.121
H -0.249 -0.305 -2.779
H -0.649 -1.927 -1.744
H -1.733 -0.304 -1.658
H 2.164 -0.609 -1.161
H 2.029 0.451 0.058
H 2.436 -1.935 1.060
H -0.338 -1.947 2.103
H -0.071 1.112 2.525
H -0.330 2.087 0.980
H -2.563 1.029 -0.571
H -1.358 2.107 0.614
N 0.218 1.168 1.593
O -0.204 1.492 -0.920
*
```

Computed properties:
* HOMO energy: -8.6124 eV
* LUMO energy: 0.925 eV

Run b
C7H11NO | ωB97M-V with the def2-TZVPD basis set

Structure (ORCA input):
```
! RIJCOSX wB97M-V def2-TZVPD def2/J DEFGRID3
* xyz 0 1
C 0.367 -1.045 -1.528
C 1.311 0.404 1.956
C 0.294 0.353 -2.124
C 0.203 -1.136 0.019
C -0.999 -0.477 0.506
C 0.010 0.661 1.251
C -2.243 -0.316 0.123
N -0.607 1.762 1.308
O 0.774 -2.038 0.632
H -0.302 2.379 2.059
H -0.425 -1.667 -1.946
H 1.326 -1.516 -1.750
H 1.261 -0.535 2.504
H 2.116 0.333 1.224
H 1.554 1.216 2.640
H -2.841 0.433 0.623
H -2.676 -0.922 -0.660
H 0.489 0.304 -3.195
H -0.678 0.809 -1.939
H 1.064 0.997 -1.703
*
```

Computed properties:
* HOMO energy: -9.1031 eV
* LUMO energy: 0.105 eV

Run c
C7H11NO | ωB97M-V with the def2-TZVPD basis set

Structure (ORCA input):
```
! RIJCOSX wB97M-V def2-TZVPD def2/J DEFGRID3
* xyz 0 1
C 0.196 -1.507 -0.911
N 0.333 -0.529 0.151
C -0.500 0.550 0.179
C 1.773 -0.225 0.598
C -2.013 0.011 0.249
C -0.250 1.852 0.283
C 2.874 -0.531 -0.082
C -3.024 0.558 -0.406
O 1.858 0.321 1.841
H 0.971 0.546 2.150
H -2.161 -0.799 0.953
H 0.812 -2.371 -0.664
H -0.847 -1.809 -0.981
H 0.513 -1.114 -1.883
H -1.058 2.555 0.385
H 0.753 2.242 0.225
H 2.845 -0.881 -1.095
H 3.836 -0.449 0.396
H -2.868 1.345 -1.129
H -4.044 0.234 -0.259
*
```

Computed properties:
* HOMO energy: -8.4533 eV
* LUMO energy: 0.908 eV

Most stable to least stable, the ends of the list are run c and run a.